[1]
17
Properties=species:S:1:pos:R:3:lowdin_charge:R:1 method="wB97M-V/def2-TZVPD" mol_weight_g_mol=131.20 gap_ev=9.89 energy_ha=-720.23003 spin_multiplicity=1
N 3.00689 0.14330 0.86444 -0.006
N 2.12449 0.52517 -0.17920 -0.059
C 0.82907 0.17340 -0.00895 -0.388
N 0.35813 -0.39502 1.06093 0.072
C -1.06573 -0.66696 0.80220 -0.260
C -1.53135 0.19085 -0.33564 -0.715
S -2.77244 -0.49736 -1.39888 0.769
C -0.23184 0.44569 -1.06304 -0.147
H 2.54612 -0.66912 1.37063 0.083
H 2.88479 0.92526 1.56012 0.094
H 2.54280 0.43436 -1.08753 0.128
H -1.16098 -1.74633 0.55782 0.112
H -1.65549 -0.49583 1.73103 0.117
H -1.91420 1.16735 0.00615 0.111
H -3.78869 -0.62808 -0.55495 -0.143
H -0.02856 -0.31601 -1.85570 0.130
H -0.14302 1.40932 -1.46942 0.099


[2]
75
Properties=species:S:1:pos:R:3:lowdin_charge:R:1 method="wB97M-V/def2-TZVPD" mol_weight_g_mol=489.60 total_charge=+1 gap_ev=6.99 energy_ha=-2317.71246 spin_multiplicity=1
Ca 1.55070 -3.99923 -1.35962 1.645
C 0.36462 0.24406 0.87695 -0.057
C 0.45008 -0.77052 -0.28973 -0.428
O 1.02348 -2.01653 -0.04668 -0.487
H 1.38682 0.53601 1.11771 0.051
H -0.13330 -0.15370 1.76124 0.059
H -0.23242 1.10225 0.56847 0.055
H 1.09999 -0.34072 -1.05196 0.061
H -0.53345 -0.96600 -0.71700 0.087
C -0.57511 3.43118 -1.03826 -0.136
O -2.02127 3.62227 -1.11645 -0.140
H -0.10796 3.77634 -0.11591 0.065
H -0.39328 2.36004 -1.12603 0.050
H 0.00775 3.94116 -1.80527 0.074
H -2.33829 2.92383 -0.53916 -0.026
C 1.13610 0.73341 -4.26918 -0.128
O 0.57929 0.67735 -5.62888 -0.118
H 2.22173 0.78023 -4.35469 0.069
H 0.83220 1.69288 -3.85066 0.072
H 0.91368 0.04516 -3.45374 0.046
H -0.34980 0.43702 -5.65424 0.062
C -3.66816 -1.77873 -1.72398 -0.198
O -4.63429 -2.66057 -2.11982 -0.104
H -2.82244 -2.45792 -1.61651 0.059
H -3.38517 -1.03606 -2.46994 0.088
H -3.95517 -1.26722 -0.80523 0.078
H -4.81156 -3.28754 -1.41479 0.089
C 1.74492 2.87979 3.05942 -0.165
O 1.01967 3.93522 2.47071 -0.117
H 1.95802 2.07557 2.35521 0.051
H 2.75530 3.12821 3.38425 0.074
H 1.22056 2.52772 3.94778 0.072
H 0.97736 4.76171 2.95726 0.089
C -1.79897 2.26363 4.00782 -0.153
O -2.16725 1.19780 3.16707 -0.136
H -1.60145 2.02226 5.05225 0.081
H -0.91309 2.77666 3.63351 0.049
H -2.61762 2.97616 4.10888 0.077
H -2.16074 1.44478 2.23941 0.010
C 3.35731 1.69127 -1.41823 -0.176
O 3.96175 1.88484 -2.66361 -0.096
H 2.94888 0.68831 -1.29426 0.047
H 4.04971 1.73320 -0.57743 0.080
H 2.53846 2.38310 -1.22087 0.081
H 4.89533 2.04209 -2.50459 0.083
C -0.66591 -3.08742 -3.72633 -0.151
O 0.63063 -3.55330 -3.64037 -0.209
H -1.37654 -3.90551 -3.60875 0.098
H -0.87660 -2.20050 -3.12875 0.083
H -0.87859 -2.84908 -4.76847 0.104
H 0.89895 -3.79405 -4.53011 0.114
C 0.05955 -2.97971 3.58831 -0.819
O -0.10500 -3.50959 4.63243 0.094
N 1.20625 -2.68051 3.04679 0.138
N -0.73202 -2.60157 2.63247 0.156
H 1.84287 -2.58636 3.82521 0.119
H 1.27308 -2.29731 2.11469 0.051
H -0.39588 -2.17755 1.77964 0.061
H -1.69199 -2.59541 2.94636 0.123
C -4.15811 1.73635 0.52611 -0.707
O -2.92568 1.86865 0.62151 0.003
N -4.82088 2.35902 -0.38789 0.188
N -4.94374 1.06601 1.31505 0.204
H -4.34638 2.64854 -1.23117 0.120
H -5.74626 2.73142 -0.22941 0.130
H -5.91445 0.91646 1.07956 0.129
H -4.46880 0.58764 2.06717 0.119
C 4.27948 -2.99274 0.46994 -0.763
O 3.65919 -3.79615 -0.18215 -0.089
N 5.45031 -3.22232 0.98750 0.193
N 3.95123 -1.77427 0.71787 0.203
H 5.67662 -4.18765 1.17987 0.138
H 5.85021 -2.44023 1.48601 0.125
H 2.98852 -1.48018 0.63552 0.080
H 4.50684 -1.18374 1.32009 0.130


[3]
58
Properties=species:S:1:pos:R:3:lowdin_charge:R:1 method="wB97M-V/def2-TZVPD" mol_weight_g_mol=475.52 gap_ev=9.43 energy_ha=-1942.49450 spin_multiplicity=1
O 0.48587 -3.96151 -0.61694 0.078
C 0.52248 -2.92192 -1.24592 -0.434
N -0.52607 -2.26607 -1.76382 0.086
C -1.87914 -2.47094 -1.31740 -0.149
C -2.28414 -1.38741 -0.30360 -0.131
C -3.62595 -1.70140 0.28990 -0.240
C -3.72726 -2.59463 1.34972 -0.039
C -4.96234 -2.92273 1.87835 -0.084
C -6.11472 -2.36283 1.35208 -0.099
C -6.02416 -1.47326 0.29583 -0.091
C -4.78691 -1.14702 -0.23228 -0.048
C 1.83633 -2.19092 -1.52442 -0.423
O 1.89836 -1.22503 -2.26730 0.045
N 2.86389 -2.73308 -0.85349 0.094
C 4.06742 -1.99631 -0.58290 -0.080
C 3.86327 -1.05556 0.61838 -0.339
O 5.09709 -0.55466 1.06014 -0.054
C 4.88935 0.78282 1.46794 -0.149
C 3.82241 1.28463 0.49019 -0.141
N 3.03157 0.09027 0.25065 -0.153
S 1.54567 0.10251 1.04981 0.707
O 0.92653 -1.16228 0.77485 -0.262
O 1.71586 0.46681 2.42886 -0.267
C 0.66399 1.39354 0.19473 -0.274
C 0.60970 1.38247 -1.18750 -0.051
C -0.14523 2.34273 -1.83304 0.030
C -0.83204 3.31064 -1.10462 -0.190
C -0.72720 3.33829 0.29441 -0.184
C 0.01626 2.35725 0.93952 0.039
O -1.32801 4.30568 1.04744 -0.014
C -1.76851 5.41547 0.29275 -0.142
C -2.48723 4.93983 -0.96776 -0.140
O -1.59785 4.20948 -1.78752 -0.015
H -0.30084 -1.38269 -2.20498 0.133
H -2.55559 -2.46115 -2.17759 0.128
H -1.91364 -3.45482 -0.84459 0.126
H -1.51651 -1.35595 0.47271 0.105
H -2.30437 -0.41619 -0.80528 0.114
H -2.82756 -3.02941 1.75962 0.119
H -5.02776 -3.61677 2.70346 0.101
H -7.07964 -2.61761 1.76510 0.098
H -6.91952 -1.03219 -0.11812 0.099
H -4.72156 -0.45150 -1.05764 0.109
H 2.58651 -3.46772 -0.21058 0.146
H 4.30537 -1.39612 -1.46362 0.137
H 4.88850 -2.67851 -0.35894 0.134
H 3.34880 -1.60857 1.42493 0.159
H 5.84290 1.30462 1.40229 0.128
H 4.50161 0.81496 2.49452 0.126
H 3.19303 2.07013 0.90549 0.121
H 4.26492 1.61358 -0.45411 0.132
H 1.15043 0.62740 -1.73526 0.088
H -0.22718 2.36281 -2.90779 0.127
H 0.08879 2.35242 2.01452 0.130
H -2.43539 5.98446 0.94129 0.135
H -0.90959 6.03772 0.00762 0.140
H -2.84009 5.77952 -1.56762 0.135
H -3.33654 4.30509 -0.68262 0.141


[4]
18
Properties=species:S:1:pos:R:3:lowdin_charge:R:1 method="wB97M-V/def2-TZVPD" mol_weight_g_mol=114.15 gap_ev=8.73 energy_ha=-377.29361 spin_multiplicity=1
H -0.48405 -0.78195 2.61525 0.042
N -0.25146 0.14412 2.25047 0.047
N 0.88582 0.11811 1.73781 -0.130
N 1.64076 0.99556 1.37833 -0.025
C 2.29069 1.47664 0.40712 0.001
H 3.17557 2.04904 0.62217 0.059
H 1.96422 1.35564 -0.61674 0.053
C -1.88275 0.48548 -0.69782 -0.121
C -0.57212 0.14649 -1.34324 -0.208
C 0.10134 -0.98134 -1.12262 -0.272
N -0.35133 -2.03989 -0.34657 0.052
H -1.80282 0.43459 0.39084 0.036
H -2.66746 -0.20434 -1.01439 0.074
H -2.18700 1.49370 -0.96546 0.066
H -0.16860 0.86128 -2.04984 0.083
H 1.04171 -1.17357 -1.62062 0.103
H 0.37107 -2.58705 0.09570 0.079
H -1.10360 -1.79250 0.27963 0.061